Record 1
{
  "formula": "C17H14N2O3",
  "method": "the ωB97M-V functional and the def2-TZVPD basis",
  "homo_lumo_gap_ev": 7.018,
  "charge": 0,
  "e_homo_ev": -7.70,
  "smiles": "Cc1ccc(Nc2oc3cc(=O)ccc-3cc2C(N)=O)cc1",
  "species": ["O", "O", "O", "C", "C", "C", "C", "C", "C", "C", "C", "C", "C", "C", "C", "C", "C", "C", "C", "N", "N", "C", "H", "H", "H", "H", "H", "H", "H", "H", "H", "H", "H", "H", "H", "H"],
  "xyz": [[3.729, 3.523, -2.768], [-0.200, -0.821, 3.509], [0.935, 0.566, -0.415], [3.356, 3.038, -1.696], [0.434, 0.209, 3.285], [3.859, 3.627, -0.436], [3.447, 3.143, 0.756], [2.365, 1.984, -1.623], [1.944, 1.738, 1.983], [1.915, 1.511, -0.443], [2.473, 2.070, 0.762], [0.937, 0.654, 2.008], [0.489, 0.108, 0.804], [-2.189, -2.509, 0.227], [-1.238, -1.134, -1.533], [-3.022, -3.134, -0.696], [-2.119, -1.732, -2.427], [-1.277, -1.465, -0.167], [-3.022, -2.705, -2.021], [0.519, 0.983, 4.413], [-0.468, -0.957, 0.849], [-4.040, -3.234, -2.980], [4.656, 4.371, -0.561], [3.811, 3.566, 1.652], [1.889, 1.654, -2.490], [2.267, 2.183, 2.907], [-2.220, -2.803, 1.256], [-0.543, -0.390, -1.962], [-3.673, -3.924, -0.356], [-2.087, -1.390, -3.481], [0.579, 1.977, 4.337], [-0.017, 0.657, 5.213], [-0.647, -1.307, 1.816], [-4.328, -2.423, -3.642], [-4.943, -3.619, -2.495], [-3.570, -4.016, -3.585]],
  "forces_ev_per_angstrom": [[-0.220, -0.560, 0.377], [-0.063, -1.403, -1.315], [-1.096, -1.124, 1.767], [0.387, 1.210, -0.568], [-1.873, -0.328, 1.931], [0.470, -0.615, 0.311], [-0.081, -0.038, -2.680], [-0.282, -0.180, 1.227], [-1.214, -2.141, -1.826], [1.499, 1.305, -0.228], [-0.616, 0.465, 2.724], [1.353, 1.419, -0.430], [-1.549, -1.794, 0.614], [0.753, 0.948, -1.001], [0.567, 0.619, 0.108], [0.853, 0.945, 0.396], [0.031, 0.148, -0.188], [-1.038, -1.581, -0.702], [-0.446, -0.028, 0.129], [0.809, 1.091, 0.049], [2.188, 2.419, -0.370], [0.260, -0.157, -0.336], [-0.572, -0.159, 0.169], [0.179, 0.105, 1.004], [-0.381, -0.465, -1.547], [0.181, 0.110, 0.103], [0.043, -0.128, 0.462], [-0.441, -0.504, 0.647], [-0.185, -0.026, -0.055], [-0.128, -0.336, 0.743], [0.202, 0.383, -0.031], [0.218, -0.117, -0.567], [0.445, 0.628, -0.576], [-0.191, -0.030, -0.241], [0.276, -0.014, -0.027], [-0.337, -0.072, -0.072]]
}

---

Record 2
{
  "formula": "C17H14N4O3",
  "method": "the ωB97M-V functional and the def2-TZVPD basis",
  "homo_lumo_gap_ev": 7.876,
  "charge": 0,
  "e_homo_ev": -8.10,
  "smiles": "Cc1[nH]n(-c2ccccc2)c(=O)c1/N=N/c1cccc(C(=O)O)c1",
  "species": ["C", "C", "N", "N", "C", "C", "C", "C", "C", "C", "H", "H", "H", "H", "H", "C", "O", "C", "N", "N", "C", "C", "C", "C", "C", "C", "H", "H", "H", "C", "O", "O", "H", "H", "H", "H", "H", "H"],
  "xyz": [[-1.491, 2.404, 1.160], [-0.739, 1.145, 1.365], [-0.561, 0.601, 2.586], [0.097, -0.607, 2.470], [0.475, -1.338, 3.598], [0.547, -0.725, 4.848], [0.904, -1.466, 5.960], [1.201, -2.812, 5.840], [1.144, -3.417, 4.594], [0.778, -2.693, 3.476], [0.740, -3.158, 2.505], [1.381, -4.464, 4.491], [1.482, -3.384, 6.711], [0.957, -0.982, 6.924], [0.351, 0.332, 4.957], [0.443, -0.821, 1.121], [1.076, -1.772, 0.725], [-0.116, 0.345, 0.426], [-0.073, 0.690, -0.885], [0.465, -0.128, -1.696], [0.437, 0.205, -3.030], [-0.544, 1.023, -3.601], [-0.556, 1.233, -4.972], [0.414, 0.638, -5.782], [1.383, -0.173, -5.217], [1.393, -0.401, -3.855], [2.137, -1.034, -3.396], [2.129, -0.636, -5.846], [0.381, 0.819, -6.845], [-1.578, 2.086, -5.613], [-1.642, 2.315, -6.796], [-2.464, 2.608, -4.746], [-3.103, 3.153, -5.232], [-1.293, 1.469, -2.965], [-1.113, 0.790, 3.409], [-2.553, 2.255, 1.352], [-1.360, 2.720, 0.130], [-1.129, 3.182, 1.830]],
  "forces_ev_per_angstrom": [[-0.032, 0.003, 0.047], [0.374, -0.381, -0.227], [0.045, 0.321, 0.080], [-0.226, 0.063, -0.330], [0.144, -0.103, 0.391], [-0.057, 0.073, -0.174], [-0.024, -0.077, 0.060], [0.052, -0.012, 0.107], [-0.021, 0.089, 0.067], [-0.026, -0.015, -0.182], [-0.016, -0.015, -0.058], [0.012, -0.089, -0.028], [0.027, -0.050, 0.075], [0.004, 0.038, 0.068], [0.014, 0.078, -0.010], [-0.069, 0.067, -0.099], [0.133, -0.157, -0.029], [-0.034, -0.232, 1.104], [0.311, -0.285, -2.331], [-0.224, 0.140, 2.816], [-0.289, 0.545, -1.517], [0.202, -0.121, 0.119], [0.315, -0.179, 0.151], [-0.157, 0.102, 0.063], [-0.023, 0.080, -0.152], [-0.268, 0.198, 0.392], [0.040, -0.112, 0.060], [0.051, -0.027, -0.041], [-0.003, 0.003, -0.079], [-0.281, 0.284, -0.585], [0.080, -0.072, 0.090], [-0.172, 0.054, 0.466], [0.239, -0.154, -0.154], [-0.038, -0.001, 0.011], [-0.025, -0.155, -0.155], [-0.053, 0.006, -0.012], [-0.023, 0.037, -0.019], [0.017, 0.058, 0.012]]
}

---

Record 3
{
  "formula": "C17H15AuCl2F5O5S2Se",
  "method": "the ωB97M-V functional and the def2-TZVPD basis",
  "homo_lumo_gap_ev": [7.184, 5.886],
  "charge": -1,
  "e_homo_ev": [-4.94, -5.27],
  "spin_multiplicity": 3,
  "species": ["Au", "O", "Se", "O", "O", "O", "F", "C", "C", "C", "F", "C", "F", "C", "F", "C", "F", "S", "C", "C", "C", "C", "C", "C", "H", "H", "H", "H", "H", "O", "S", "C", "C", "C", "C", "H", "H", "H", "H", "H", "H", "H", "H", "Cl", "C", "Cl", "H", "H"],
  "xyz": [[0.053, -1.544, 0.087], [-4.224, -2.168, -1.452], [-2.727, -1.643, -1.501], [-2.916, 0.040, -1.905], [-2.027, -1.775, -0.024], [-1.859, -2.323, -2.655], [2.184, 0.361, -1.278], [2.803, -0.624, -0.605], [2.073, -1.582, 0.088], [2.846, -2.527, 0.746], [2.252, -3.508, 1.452], [4.232, -2.534, 0.729], [4.926, -3.472, 1.395], [4.913, -1.563, 0.019], [6.252, -1.542, -0.001], [4.188, -0.604, -0.662], [4.829, 0.341, -1.367], [-0.261, 0.184, 2.051], [-0.262, -0.546, 3.642], [-1.325, -0.280, 4.510], [-1.291, -0.720, 5.822], [-0.210, -1.456, 6.287], [0.837, -1.748, 5.422], [0.817, -1.297, 4.113], [-2.163, 0.296, 4.143], [-2.114, -0.480, 6.485], [-0.184, -1.800, 7.313], [1.686, -2.320, 5.776], [1.642, -1.515, 3.448], [-0.675, 1.044, -1.111], [-1.665, 1.401, -2.114], [-0.705, 2.978, -2.895], [-1.560, 4.162, -2.527], [-2.188, 3.856, -1.162], [-2.855, 2.504, -1.274], [-0.611, 2.778, -3.957], [0.251, 2.939, -2.383], [-2.347, 4.323, -3.268], [-0.953, 5.069, -2.464], [-2.905, 4.625, -0.873], [-1.398, 3.804, -0.409], [-3.751, 2.515, -1.896], [-3.059, 2.026, -0.319], [0.281, -0.123, -3.795], [-0.253, -1.195, -5.099], [1.053, -1.520, -6.245], [-1.057, -0.709, -5.641], [-0.573, -2.127, -4.647]],
  "forces_ev_per_angstrom": [[0.199, -0.141, 0.414], [-0.841, -0.021, 0.275], [-0.463, -0.330, -0.715], [-0.003, 0.349, -0.004], [0.214, 0.393, 0.446], [0.824, -0.065, -0.503], [-0.076, -0.014, 0.022], [0.086, -0.075, 0.038], [0.278, 0.260, -0.095], [-0.126, 0.076, -0.063], [-0.008, -0.047, 0.063], [0.001, -0.022, 0.015], [-0.001, -0.012, 0.009], [-0.105, 0.060, 0.003], [0.011, -0.055, -0.010], [-0.116, 0.010, 0.002], [0.046, -0.017, 0.051], [0.028, 0.120, -0.345], [0.092, -0.039, -0.101], [0.023, -0.025, -0.034], [0.017, 0.041, 0.055], [-0.045, 0.007, 0.002], [0.038, -0.067, 0.015], [0.000, -0.024, 0.065], [-0.051, -0.021, -0.023], [-0.013, -0.034, 0.020], [0.006, -0.010, 0.004], [0.001, -0.027, -0.009], [0.008, 0.021, -0.033], [0.594, -0.350, 0.299], [-0.590, 0.827, 0.906], [-0.286, -0.311, -0.388], [-0.042, 0.057, 0.248], [0.031, 0.055, -0.151], [0.045, -0.241, -0.380], [0.094, 0.031, -0.010], [0.013, -0.121, 0.005], [0.032, 0.019, -0.009], [-0.022, 0.011, -0.114], [0.031, -0.021, 0.062], [-0.051, 0.049, 0.053], [-0.091, 0.058, 0.092], [-0.035, -0.126, -0.062], [0.278, -0.266, -0.284], [-0.125, 0.072, 0.210], [0.144, -0.062, -0.180], [0.002, -0.046, 0.076], [-0.048, 0.075, 0.062]]
}

---

Record 4
{
  "formula": "C17H15ClFN5O3S2",
  "method": "the ωB97M-V functional and the def2-TZVPD basis",
  "homo_lumo_gap_ev": 9.325,
  "charge": 0,
  "e_homo_ev": -9.34,
  "smiles": "CC(C)c1nnc(NC(=O)c2nc(S(=O)(=O)Cc3ccccc3F)ncc2Cl)s1",
  "species": ["C", "H", "H", "H", "C", "C", "N", "N", "C", "N", "C", "O", "C", "N", "C", "N", "C", "C", "Cl", "H", "S", "O", "O", "C", "C", "C", "C", "C", "C", "C", "F", "H", "H", "H", "H", "H", "H", "H", "S", "C", "H", "H", "H", "H"],
  "xyz": [[-3.780, -2.016, -1.557], [-4.128, -1.391, -2.377], [-4.391, -2.914, -1.523], [-2.749, -2.302, -1.751], [-3.877, -1.268, -0.224], [-3.021, -0.053, -0.270], [-2.070, 0.222, 0.540], [-1.435, 1.361, 0.298], [-1.897, 1.996, -0.722], [-1.442, 3.204, -1.172], [-0.250, 3.796, -0.843], [-0.003, 4.935, -1.132], [0.740, 2.898, -0.146], [1.529, 2.183, -0.934], [2.490, 1.494, -0.358], [2.724, 1.404, 0.933], [1.932, 2.085, 1.741], [0.914, 2.893, 1.241], [-0.099, 3.810, 2.260], [2.120, 1.990, 2.801], [3.648, 0.610, -1.473], [3.672, 1.277, -2.740], [4.888, 0.446, -0.775], [2.862, -1.045, -1.664], [2.354, -1.388, -0.316], [3.217, -1.788, 0.699], [2.749, -1.984, 1.986], [1.413, -1.774, 2.285], [0.532, -1.379, 1.294], [1.018, -1.195, 0.015], [0.160, -0.809, -0.963], [-0.510, -1.182, 1.495], [1.051, -1.915, 3.292], [3.434, -2.291, 2.761], [4.262, -1.918, 0.470], [2.081, -0.932, -2.409], [3.649, -1.708, -2.012], [-2.053, 3.745, -1.773], [-3.240, 1.184, -1.508], [-3.470, -2.168, 0.940], [-3.490, -1.614, 1.875], [-4.155, -3.009, 1.013], [-2.465, -2.548, 0.784], [-4.915, -0.941, -0.082]],
  "forces_ev_per_angstrom": [[-0.128, 0.090, 0.151], [-0.017, -0.031, -0.142], [-0.063, -0.087, -0.044], [0.107, -0.031, -0.046], [-0.127, -0.351, 0.011], [-0.361, 0.492, -0.511], [-0.557, -1.250, 0.472], [0.628, 1.350, -0.167], [-0.915, -0.812, -0.181], [-0.326, 0.451, -0.516], [0.027, -0.061, 0.125], [0.136, 0.050, -0.006], [0.709, 0.061, 0.719], [-0.165, 0.134, -0.508], [-0.015, 0.037, 0.093], [0.494, -0.245, -0.017], [-0.375, 0.365, -0.137], [0.399, -0.236, -0.542], [-0.126, 0.088, 0.170], [-0.084, 0.081, 0.114], [0.213, -0.261, -0.633], [-0.397, 0.073, -0.088], [-0.057, -0.180, 0.448], [0.143, 1.020, 0.119], [-0.442, -0.419, 0.326], [-0.204, -0.098, 0.029], [0.129, -0.045, 0.055], [0.050, 0.025, -0.089], [-0.086, 0.055, -0.106], [0.134, -0.186, 0.011], [0.144, -0.055, 0.042], [-0.071, 0.001, -0.002], [-0.037, -0.022, 0.105], [0.078, -0.028, 0.073], [0.145, -0.002, -0.013], [-0.008, -0.016, -0.045], [0.134, 0.075, -0.052], [0.204, 0.011, 0.166], [0.647, -0.037, 0.562], [-0.148, 0.200, -0.082], [0.036, -0.021, 0.119], [-0.052, -0.085, -0.010], [0.129, -0.059, 0.024], [0.077, -0.038, 0.004]]
}

---

Record 5
{
  "formula": "C17H15ClN4O3",
  "method": "the ωB97M-V functional and the def2-TZVPD basis",
  "homo_lumo_gap_ev": 8.427,
  "charge": 0,
  "e_homo_ev": -8.45,
  "smiles": "COc1cc(NC(=O)c2cc(-n3cnnc3)ccc2Cl)cc(OC)c1",
  "species": ["C", "H", "O", "C", "C", "C", "C", "C", "C", "H", "O", "C", "H", "H", "H", "H", "N", "C", "O", "C", "C", "C", "C", "C", "C", "Cl", "H", "H", "N", "C", "N", "N", "C", "H", "H", "H", "H", "H", "H", "H"],
  "xyz": [[5.432, -0.121, 0.030], [6.513, 0.009, 0.058], [5.215, -1.354, -0.616], [3.936, -1.777, -0.791], [2.817, -1.071, -0.374], [1.555, -1.607, -0.609], [1.413, -2.827, -1.251], [2.541, -3.533, -1.668], [3.802, -3.007, -1.438], [4.703, -3.511, -1.740], [2.296, -4.719, -2.287], [3.393, -5.481, -2.732], [2.965, -6.373, -3.187], [4.041, -5.774, -1.900], [3.981, -4.939, -3.478], [0.440, -3.254, -1.436], [0.381, -0.952, -0.215], [0.241, 0.227, 0.436], [1.142, 0.975, 0.756], [-1.191, 0.614, 0.702], [-1.508, 1.950, 0.485], [-2.786, 2.434, 0.728], [-3.767, 1.571, 1.210], [-3.457, 0.247, 1.450], [-2.180, -0.233, 1.199], [-1.852, -1.892, 1.581], [-4.208, -0.420, 1.843], [-4.759, 1.938, 1.421], [-3.082, 3.781, 0.499], [-4.272, 4.340, 0.114], [-4.156, 5.623, 0.000], [-2.894, 5.955, 0.320], [-2.254, 4.867, 0.606], [-1.231, 4.813, 0.914], [-5.160, 3.779, -0.092], [-0.730, 2.602, 0.118], [-0.464, -1.465, -0.429], [2.897, -0.123, 0.126], [5.040, -0.128, 1.051], [4.981, 0.707, -0.525]],
  "forces_ev_per_angstrom": [[0.038, 0.223, 0.118], [-0.087, 0.031, 0.019], [-0.171, -0.291, -0.147], [-0.283, -0.181, -0.084], [0.364, 0.344, 0.177], [0.374, -0.325, -0.182], [-0.038, -0.022, -0.001], [-0.008, 0.237, 0.123], [0.177, -0.158, -0.088], [0.091, -0.101, -0.059], [-0.209, 0.285, 0.160], [0.195, -0.131, -0.077], [0.079, 0.050, 0.023], [-0.018, 0.022, -0.033], [-0.016, -0.017, 0.038], [-0.157, -0.055, -0.028], [-0.184, -0.179, -0.239], [-0.177, -0.057, -0.048], [0.080, 0.096, 0.014], [-0.194, 0.028, 0.239], [-0.198, 0.028, 0.011], [0.231, -0.789, 0.106], [0.182, 0.110, -0.052], [0.040, -0.038, -0.087], [0.019, 0.242, -0.068], [-0.125, -0.167, 0.125], [-0.039, -0.068, 0.046], [-0.082, 0.037, 0.049], [-0.175, 0.789, -0.135], [0.108, -0.241, 0.013], [-1.058, 0.032, -0.247], [0.929, 0.555, 0.148], [-0.007, -0.263, 0.068], [0.247, -0.083, 0.089], [-0.174, -0.193, -0.041], [0.060, 0.050, -0.040], [0.137, 0.200, 0.095], [0.043, 0.032, 0.010], [0.001, 0.003, -0.043], [0.004, -0.033, 0.026]]
}

---

Record 6
{
  "formula": "C17H15Co2N2O6",
  "method": "the ωB97M-V functional and the def2-TZVPD basis",
  "homo_lumo_gap_ev": 6.635,
  "charge": -1,
  "e_homo_ev": -3.56,
  "species": ["O", "C", "Co", "C", "O", "C", "O", "C", "C", "C", "C", "C", "C", "C", "C", "C", "Co", "C", "O", "C", "O", "C", "O", "H", "H", "H", "H", "H", "H", "H", "C", "N", "C", "N", "H", "H", "H", "H", "H", "H", "H", "H"],
  "xyz": [[-0.305, 3.554, -0.784], [-0.135, 2.373, -0.682], [-0.744, 0.863, 0.317], [-1.629, 0.287, 1.742], [-2.236, -0.101, 2.639], [-2.110, 1.401, -0.588], [-3.060, 1.729, -1.166], [-0.224, -0.696, -0.750], [-1.328, -1.592, -1.066], [-1.817, -2.519, -0.121], [-3.006, -3.203, -0.363], [-3.694, -3.029, -1.570], [-3.177, -2.152, -2.535], [-2.003, -1.445, -2.298], [0.790, 0.170, -1.014], [0.954, 1.575, -1.383], [1.595, -1.315, -0.363], [1.707, -2.703, -1.390], [1.830, -3.662, -2.038], [1.408, -2.081, 1.227], [1.249, -2.591, 2.255], [3.284, -0.898, -0.718], [4.368, -0.695, -1.072], [-1.266, -2.644, 0.816], [-3.393, -3.860, 0.415], [-4.623, -3.566, -1.759], [-3.688, -2.014, -3.489], [-1.596, -0.751, -3.044], [1.965, 1.962, -1.186], [0.817, 1.695, -2.480], [1.174, 3.362, 1.792], [1.453, 1.963, 1.416], [1.352, 1.159, 2.664], [2.845, 1.895, 1.036], [0.165, 3.394, 2.219], [1.899, 3.713, 2.543], [1.205, 3.999, 0.906], [0.411, 1.403, 3.174], [1.358, 0.087, 2.419], [2.203, 1.398, 3.327], [3.027, 0.956, 0.666], [2.976, 2.574, 0.287]],
  "forces_ev_per_angstrom": [[-0.065, 0.464, -0.064], [0.499, -0.372, -0.567], [-1.369, 1.861, 0.885], [-0.048, -0.602, 0.651], [0.077, 0.274, -0.273], [-0.777, 0.180, 0.412], [0.919, -0.339, 0.320], [2.295, 0.116, -1.242], [-0.481, 0.352, -0.386], [-0.023, 0.318, -0.306], [0.261, 0.134, -0.137], [0.183, 0.244, -0.083], [0.041, -0.274, 0.088], [0.038, -0.125, 0.353], [-3.439, -0.896, 0.080], [0.814, 0.969, -1.806], [2.672, -1.510, 0.981], [-0.287, -2.144, -1.919], [-0.064, 1.032, 0.806], [-0.207, 0.285, 1.445], [0.147, 0.094, -0.895], [0.463, 0.173, 0.223], [-0.695, -0.053, 0.182], [-0.283, 0.041, -0.313], [0.023, 0.033, -0.244], [0.223, 0.137, 0.058], [0.036, -0.088, 0.251], [-0.247, -0.272, 0.357], [-0.478, -0.105, -0.064], [-0.053, 0.065, 0.282], [0.054, -0.243, 0.023], [-0.429, -0.117, 1.289], [0.035, -0.124, -0.099], [0.215, 0.249, 0.080], [0.196, 0.074, -0.240], [-0.028, -0.073, -0.127], [0.011, -0.041, 0.175], [0.224, -0.100, -0.222], [0.095, 0.458, 0.101], [-0.226, -0.060, -0.169], [-0.340, 0.297, -0.005], [0.018, -0.312, 0.120]]
}